Below is a molecular structure, C6H9AgO4 in a non-equilibrium geometry, with properties calculated with ωB97M-V/def2-TZVPD.

Its orbital gap (alpha / beta) is 5.010 / 4.288 eV. The value obtained for the energy above the lowest of the compared OMol25 structures with the same formula, charge and spin is 20.5 kcal/mol. For the lowest unoccupied orbital energy (alpha / beta), the calculation gives -6.519 / -7.236 eV. The net charge is +1. Its multiplicity is 2. The calculation puts the energy at -681.44376 Ha.

Element x y z (Å)
O  -0.0663  2.1307  1.2602
C  0.0726  1.5208  0.1543
O  -0.7814  1.7329  -0.7607
O  0.9930  0.6002  0.1035
C  0.9345  -0.5519  -0.7650
Ag  -1.4681  3.2947  0.3616
H  0.0031  -0.3364  -1.3074
H  2.0029  -0.4602  -1.0011
C  2.3313  -2.4778  -1.7103
C  1.2394  -2.9657  -1.0517
H  2.3684  -1.7884  -2.5549
H  3.2890  -2.9778  -1.5418
H  0.8177  -3.9172  -1.3918
C  0.3714  -2.1007  -0.2334
C  -1.0847  -2.5187  -0.3652
O  -1.8942  -1.7561  0.5069
H  0.6552  -2.0583  0.8288
H  -1.1730  -3.5909  -0.1174
H  -1.4127  -2.3918  -1.4125
H  -2.8162  -1.9692  0.3472



Below is a molecular structure, C6H9BFRb, with properties calculated with ωB97M-V/def2-TZVPD.

Its orbital gap is 7.385 eV. The value obtained for the energy above the lowest of the compared OMol25 structures with the same formula, charge and spin is 0.0 kcal/mol. For the lowest unoccupied orbital energy, the calculation gives -0.733 eV. The net charge is 0. The calculation puts the energy at -382.76710 Ha.

Element x y z (Å)
Rb  0.0516  -2.4150  1.9861
B  1.3513  -4.6564  0.0426
H  1.6223  -4.9800  -1.0851
H  2.0826  -3.7908  0.4831
H  0.1771  -4.3347  0.1150
H  1.4214  -5.6489  0.7434
F  -0.8725  -0.4926  0.1847
C  -0.7099  0.8443  -0.0128
C  -0.0020  1.5685  0.9285
C  0.1490  2.9299  0.7425
C  -0.3956  3.5384  -0.3787
C  -1.0829  2.7800  -1.3152
C  -1.2624  1.4134  -1.1334
H  0.3935  1.0502  1.7930
H  0.6781  3.5207  1.4780
H  -0.2668  4.5957  -0.5636
H  -1.5044  3.2699  -2.1825
H  -1.8302  0.8074  -1.8256



Below is a gas-phase ion, C6H9BrN4 (charge +2) in a non-equilibrium geometry, with properties calculated with ωB97M-V/def2-TZVPD.

Its orbital gap (alpha / beta) is 5.219 / 5.211 eV. For the lowest unoccupied orbital energy (alpha / beta), the calculation gives -11.460 / -11.466 eV. The net charge is +2. The calculation puts the energy at -3026.26267 Ha.

Element x y z (Å)
C  0.6855  0.8029  -1.8000
C  -0.5803  -1.8843  0.1285
C  1.5798  -0.2364  -1.6769
C  -0.7081  0.2970  1.3952
C  -0.3340  1.4190  -0.9276
C  -0.4459  1.3483  0.5379
N  0.5522  -1.9957  -0.4306
N  -1.1273  -0.9596  0.9428
N  -0.7523  0.4747  2.7180
N  1.5696  -1.3187  -0.8646
Br  3.1245  -0.1858  -2.8534
H  0.7885  1.3543  -2.7298
H  -1.1848  -2.7880  0.0311
H  -0.4044  2.4737  -1.2138
H  -1.2619  0.9747  -1.3529
H  -0.4423  2.3189  1.0198
H  -1.9276  -1.3153  1.4646
H  -0.5247  1.3674  3.1355
H  -1.0332  -0.2561  3.3565
H  2.4267  -1.8910  -0.8801



Below is C6H9BrO in the gas phase in a non-equilibrium geometry, with properties calculated with ωB97M-V/def2-TZVPD.

Its orbital gap (alpha / beta) is 5.353 / 9.203 eV. The value obtained for the energy above the lowest of the compared OMol25 structures with the same formula, charge and spin is 7.0 kcal/mol. For the lowest unoccupied orbital energy (alpha / beta), the calculation gives 0.906 / -0.897 eV. The net charge is 0. Its multiplicity is 3. The calculation puts the energy at -2883.07491 Ha.

Element x y z (Å)
C  -0.3494  0.4301  0.1432
C  -1.3958  -0.5058  0.0100
C  1.0032  -0.2293  0.2514
C  -0.9084  -1.9724  0.0640
C  0.7272  -1.7731  0.2552
C  0.3209  2.6768  -0.3150
O  -0.6845  1.6890  0.0087
Br  -3.2822  0.0888  -0.1905
H  1.6472  -0.0012  -0.6952
H  1.6226  0.0746  1.0771
H  -1.3711  -2.4695  0.8701
H  -1.1153  -2.4652  -0.8893
H  1.3316  -2.1919  -0.5235
H  0.9217  -2.2918  1.2334
H  0.8904  2.9050  0.5835
H  -0.2694  3.5357  -0.5698
H  0.9114  2.5002  -1.3132